Record 1
DFT (ωB97M-V/def2-TZVPD) results for CHN3O3S in the gas phase in a non-equilibrium geometry.

Geometry (Å):
N -1.664 -2.419 1.125
C -1.491 -1.611 0.321
S -1.232 -0.622 -1.017
N 0.198 0.061 -0.355
O 1.401 -0.493 -0.731
N 0.241 1.378 0.154
O 1.325 1.766 0.488
O -0.818 1.865 0.277
H 2.041 0.075 -0.261

Results
HOMO in eV: -10.5
Structure (SMILES): N#CSN(O)[N+](=O)[O-]
Orbital gap in hartree: 0.370
Energy relative to the best compared isomer or geometry (same formula, charge and spin) in kJ/mol: 674.1
Strongest force on any atom in Eh/bohr: 0.0523
E_LUMO in Ha: -0.0176


Record 2
DFT (ωB97M-V/def2-TZVPD) results for a molecular structure, C11H13LaN3 in a non-equilibrium geometry.

Geometry (Å):
C -0.845 1.036 3.416
C -1.619 -0.055 2.583
C -0.919 -1.447 2.594
N 0.348 -1.517 1.800
C 0.254 -1.059 0.553
C -0.966 -1.407 -0.281
N -1.199 -1.026 -1.508
C -0.150 -0.245 -1.943
C -0.289 0.360 -3.356
C 0.808 1.277 -3.998
C 2.101 1.625 -3.178
C 2.197 1.007 -1.791
C 1.105 0.096 -1.162
N 1.305 -0.310 0.074
H 0.165 1.253 3.012
H -0.841 0.768 4.493
H -1.460 1.964 3.349
H -2.587 -0.192 3.123
H -1.892 0.318 1.566
H -1.643 -2.258 2.345
H -0.632 -1.648 3.652
H 1.139 -1.087 2.289
H -1.738 -2.045 0.196
H -1.197 0.197 -3.973
H 0.644 1.713 -5.009
H 2.901 2.298 -3.540
H 3.081 1.274 -1.184
La 1.926 -0.890 -4.123

Results
HOMO in eV: -19.3
Net charge: +3
Orbital gap in hartree: 0.213
Strongest force on any atom in Eh/bohr: 0.1081
E_LUMO in Ha: -0.4950